Molecular formula: C34H53BrI2N6O3
Method: DFT, ωB97M-V/def2-TZVPD

* energy relative to the best compared isomer or geometry (same formula, charge and spin): 1134.4 kJ/mol
* SMILES string: C[C@@H](Br)CC1=C([C@@H](I)[C@@H](C)I)C(=O)OC1=O.CCCC#N.CCCC#N.CCCC#N.CCCC#N.CCCC#N.CCCC#N
* gap between HOMO and LUMO: 7.830 eV
* E_tot: -5050.55378 Eh
* net charge: 0

Positions of all 99 atoms, in Å:
C (1.45313, 3.51558, 1.27751)
C (-0.01457, 3.49137, 2.06596)
Br (-1.35358, 4.15583, 0.68902)
C (-0.42003, 1.95088, 2.57439)
C (-1.95002, 1.52991, 2.15840)
C (-3.19880, 1.97717, 2.83284)
C (-3.47687, 2.96142, 4.11402)
I (-2.16357, 2.64437, 5.83602)
C (-3.56112, 4.55523, 3.61537)
C (-4.65342, 4.63977, 2.35800)
I (-4.56261, 5.61400, 5.30521)
C (-4.30993, 1.20678, 1.85332)
O (-5.63555, 1.09366, 2.10058)
O (-3.60675, 0.70499, 0.62769)
C (-2.16877, 0.52517, 0.88138)
O (-1.23947, -0.24423, 0.30909)
H (1.32328, 3.96907, 0.18210)
H (2.22761, 4.14382, 1.91193)
H (1.92173, 2.45145, 1.14108)
H (0.03989, 4.16666, 3.02226)
H (-0.14327, 1.75801, 3.70109)
H (0.30033, 1.23650, 1.94517)
H (-4.58345, 2.71385, 4.48738)
H (-2.51507, 5.00853, 3.35171)
H (-4.96891, 5.73742, 2.09550)
H (-4.26185, 4.11210, 1.38199)
H (-5.65587, 4.07776, 2.68088)
C (0.41162, -3.33798, -0.48866)
C (0.87691, -4.27730, 0.61938)
C (1.18547, -3.54709, 1.92793)
C (2.29840, -2.53674, 1.70195)
N (3.22166, -1.69851, 1.51454)
H (1.18599, -2.61140, -0.75439)
H (0.17556, -3.90593, -1.39415)
H (-0.48749, -2.78913, -0.18603)
H (1.76767, -4.81730, 0.27565)
H (0.09744, -5.02525, 0.80197)
H (1.50100, -4.26432, 2.69301)
H (0.29536, -3.02633, 2.29723)
C (-0.64159, -1.76544, -4.47709)
C (0.59281, -0.87505, -4.37686)
C (1.79410, -1.43513, -5.14100)
C (2.17538, -2.79302, -4.57423)
N (2.49172, -3.91956, -4.10410)
H (-0.46684, -2.75029, -4.03245)
H (-1.48159, -1.31224, -3.94117)
H (-0.93986, -1.90653, -5.52224)
H (0.85204, -0.74614, -3.31885)
H (0.34834, 0.11726, -4.77169)
H (2.64763, -0.75505, -5.04983)
H (1.55746, -1.54222, -6.20514)
C (-2.28838, -7.95065, 0.55795)
C (-1.82309, -8.88997, 1.66599)
C (-1.51453, -8.15976, 2.97454)
C (-0.40160, -7.14941, 2.74856)
N (0.52166, -6.31118, 2.56115)
H (-1.51401, -7.22407, 0.29221)
H (-2.52444, -8.51860, -0.34754)
H (-3.18749, -7.40180, 0.86058)
H (-0.93233, -9.42997, 1.32226)
H (-2.60256, -9.63792, 1.84857)
H (-1.19900, -8.87699, 3.73961)
H (-2.40464, -7.63900, 3.34384)
C (-4.68838, -1.57922, -8.58491)
C (-4.22309, -2.51854, -7.47687)
C (-3.91453, -1.78833, -6.16832)
C (-2.80160, -0.77798, -6.39430)
N (-1.87834, 0.06025, -6.58171)
H (-3.91401, -0.85265, -8.85065)
H (-4.92444, -2.14717, -9.49040)
H (-5.58749, -1.03037, -8.28228)
H (-3.33233, -3.05854, -7.82060)
H (-5.00256, -3.26649, -7.29428)
H (-3.59900, -2.50556, -5.40324)
H (-4.80464, -1.26757, -5.79902)
C (5.65707, 1.76939, 5.18629)
C (4.87891, 0.47747, 4.95827)
C (4.10975, 0.47167, 3.63574)
C (3.10126, 1.60889, 3.62336)
N (2.26461, 2.55234, 3.61300)
H (4.99165, 2.63614, 5.25057)
H (6.21306, 1.71702, 6.12775)
H (6.37400, 1.94391, 4.37587)
H (4.18356, 0.33022, 5.79374)
H (5.57855, -0.36556, 4.96924)
H (3.58067, -0.47930, 3.51302)
H (4.79650, 0.58966, 2.79057)
C (4.91280, 7.70925, -1.41343)
C (3.47634, 7.52751, -0.93371)
C (3.38594, 7.16280, 0.54937)
C (4.11031, 5.85027, 0.80037)
N (4.71127, 4.76140, 1.00868)
H (5.48987, 6.78366, -1.32148)
H (4.92728, 7.99672, -2.46953)
H (5.42206, 8.49201, -0.83970)
H (2.99648, 6.74824, -1.53842)
H (2.92303, 8.45688, -1.10823)
H (2.33733, 7.05729, 0.84705)
H (3.83688, 7.94721, 1.16680)

Atoms 1-2, force components in eV/Å:
0.13 0.49 -0.46
1.56 -1.16 0.66

Mulliken population analysis, charges in e, atoms 1 to 4:
1 C -0.7421
2 C -0.0341
3 Br -0.1918
4 C 0.2045


Molecular formula: C3H7NO2S
Method: DFT, ωB97M-V/def2-TZVPD

* energy relative to the best compared isomer or geometry (same formula, charge and spin): 413.6 kJ/mol
* gap between HOMO and LUMO: 9.721 eV
* E_tot: -721.80513 Eh
* net charge: 0

Positions of all 14 atoms, in Å:
C (-1.77720, 2.32445, 1.94742)
C (-0.32972, -3.55785, -1.54474)
C (-0.64355, 2.74058, 1.54897)
N (2.38135, -0.68461, -1.94550)
O (1.83465, 0.43894, 0.19319)
O (-0.54698, -2.54182, -2.14746)
S (1.46415, -0.61237, -0.74373)
H (-2.74233, 2.79265, 1.73594)
H (-1.95846, 1.60501, 2.78279)
H (-1.17461, -4.06837, -1.12951)
H (0.58572, -4.11211, -1.47536)
H (-0.60930, 3.42564, 0.83032)
H (0.28670, 2.35717, 1.99802)
H (3.22956, -0.10732, -2.05036)

Atoms 1-2, force components in eV/Å:
-4.31 -1.39 3.02
-1.42 0.25 -0.86

Mulliken population analysis, charges in e, atoms 1 to 4:
1 C -0.4570
2 C -0.1100
3 C -0.4358
4 N -0.4243


Molecular formula: C27H59O15PS
Method: DFT, ωB97M-V/def2-TZVPD

* energy relative to the best compared isomer or geometry (same formula, charge and spin): 0.0 kJ/mol
* SMILES string: O=S(=O)(O)CCC[PH4].CCOC(C)=O.CCOC(C)=O.CCOC(C)=O.CCOC(C)=O.CCOC(C)=O.CCOC(C)=O
* gap between HOMO and LUMO: 8.297 eV
* E_tot: -2932.15261 Eh
* net charge: 0

Positions of all 103 atoms, in Å:
O (-3.72946, -0.37465, 3.69104)
S (-3.95720, -0.80354, 2.40382)
O (-2.81469, -0.75093, 1.62156)
O (-4.48014, -2.28400, 2.40160)
C (-5.16395, 0.21685, 1.63032)
C (-6.12041, 0.76546, 2.60559)
C (-6.95409, -0.21367, 3.34124)
P (-8.36169, -0.99886, 2.36086)
H (-4.84307, -2.40570, 1.57263)
H (-4.62305, 0.98562, 1.26700)
H (-5.57621, -0.23518, 0.79319)
H (-6.74051, 1.40822, 2.10794)
H (-5.62453, 1.29922, 3.29746)
H (-7.41941, 0.31390, 4.09143)
H (-6.38026, -0.91591, 3.81990)
H (-9.04575, -1.33460, 3.54944)
H (-7.42261, -1.88266, 1.75155)
H (-8.70935, 0.26648, 1.82501)
H (-9.42113, -1.60247, 1.56238)
O (3.62904, 3.01093, 1.03567)
C (2.69982, 2.42376, 1.45736)
O (2.42571, 1.21539, 0.99713)
C (1.42919, 0.36186, 1.60112)
C (0.01755, 0.63478, 1.12971)
C (1.76324, 3.05588, 2.46007)
H (1.50267, 0.42009, 2.68661)
H (1.72030, -0.64222, 1.32198)
H (-0.30793, 1.64370, 1.38646)
H (-0.66882, -0.06967, 1.58155)
H (-0.04911, 0.54192, 0.04773)
H (1.04051, 3.67318, 1.93007)
H (2.34761, 3.68729, 3.11611)
H (1.23559, 2.33973, 3.08579)
O (0.52405, 6.30208, 0.11876)
C (0.58248, 5.56314, -0.78662)
O (-0.49567, 5.39063, -1.54631)
C (-0.40402, 4.65709, -2.76307)
C (-0.54703, 3.16559, -2.57721)
C (1.80500, 4.73516, -1.08778)
H (0.51594, 4.91598, -3.28450)
H (-1.22190, 5.02600, -3.37275)
H (0.24762, 2.75598, -1.95538)
H (-0.51957, 2.66793, -3.54340)
H (-1.48900, 2.93486, -2.08381)
H (1.79325, 3.84947, -0.47100)
H (2.68628, 5.31302, -0.84933)
H (1.88711, 4.44410, -2.13324)
O (-7.05033, -0.26251, -0.53890)
C (-7.05878, -0.05886, -1.69931)
O (-6.01747, -0.43936, -2.39776)
C (-5.99726, -0.40027, -3.82033)
C (-5.60045, 0.96246, -4.33418)
C (-8.18549, 0.68928, -2.36320)
H (-6.94844, -0.73843, -4.22716)
H (-5.25659, -1.13374, -4.11166)
H (-6.31801, 1.72749, -4.03981)
H (-5.53520, 0.95050, -5.41822)
H (-4.63526, 1.24923, -3.92924)
H (-8.00988, 1.75527, -2.25068)
H (-9.10789, 0.42956, -1.85980)
H (-8.31299, 0.45356, -3.41623)
O (3.24956, -2.71174, 1.87867)
C (4.28056, -2.20030, 2.09793)
O (5.18249, -2.88817, 2.79272)
C (6.52432, -2.44328, 2.96675)
C (6.63976, -1.48920, 4.13389)
C (4.57299, -0.77557, 1.68626)
H (6.91925, -2.02196, 2.04580)
H (7.10399, -3.33327, 3.16926)
H (6.05730, -0.58429, 3.97415)
H (7.67783, -1.20612, 4.29339)
H (6.26077, -1.95549, 5.03989)
H (4.17223, -0.10329, 2.43337)
H (4.08786, -0.58242, 0.74661)
H (5.63117, -0.56645, 1.54471)
O (-0.74270, 2.01398, -5.74084)
C (-0.90760, 2.17260, -6.88789)
O (-1.01124, 1.09881, -7.66190)
C (-1.38207, 1.17025, -9.03436)
C (-0.19343, 1.44504, -9.92861)
C (-0.92233, 3.55024, -7.50802)
H (-2.18474, 1.89184, -9.17917)
H (-1.79554, 0.19551, -9.26376)
H (0.25823, 2.41008, -9.71075)
H (-0.49288, 1.43452, -10.97394)
H (0.57081, 0.68934, -9.77618)
H (0.10194, 3.86359, -7.68697)
H (-1.38067, 4.23328, -6.80483)
H (-1.48586, 3.61530, -8.43615)
O (9.62240, -4.16394, 4.39519)
C (9.11866, -4.94721, 5.10188)
O (9.84696, -5.97122, 5.53218)
C (9.38721, -6.87620, 6.52674)
C (8.54694, -7.98747, 5.93605)
C (7.65552, -4.85922, 5.46144)
H (8.86918, -6.34339, 7.32176)
H (10.28664, -7.28999, 6.96587)
H (7.64310, -7.60279, 5.46898)
H (8.25864, -8.69817, 6.70734)
H (9.10807, -8.51248, 5.16886)
H (7.06876, -5.30882, 4.66446)
H (7.39475, -3.81505, 5.54694)
H (7.39944, -5.32722, 6.40924)

Atoms 1-2, force components in eV/Å:
-0.50 0.69 4.71
-0.60 0.63 -1.52

Mulliken population analysis, charges in e, atoms 1 to 4:
1 O -0.6825
2 S 1.1612
3 O -0.6278
4 O -0.4264


Molecular formula: C16H12FFeN10O3
Method: DFT, ωB97M-V/def2-TZVPD

* spin multiplicity: 6
* energy relative to the best compared isomer or geometry (same formula, charge and spin): 0.0 kJ/mol
* gap between HOMO and LUMO (spin up / spin down): 7.376 / 6.292 eV
* E_tot: -2753.80542 Eh
* net charge: 0

Positions of all 43 atoms, in Å:
Fe (-3.09486, -0.39792, -0.58298)
C (2.69986, 3.72040, 0.73058)
C (3.21063, 2.39451, 0.18071)
C (4.20716, 1.77771, 1.14712)
C (4.64811, 0.40303, 0.67280)
C (3.44324, -0.48820, 0.56944)
C (3.51956, -1.83887, 0.79728)
C (2.38146, -2.63870, 0.68842)
F (2.50878, -3.95185, 0.91564)
C (1.16688, -2.12108, 0.35857)
C (1.06877, -0.74272, 0.10832)
C (-0.20831, -0.18557, -0.28729)
O (-1.24037, -0.93898, -0.25377)
C (-0.19537, 1.14512, -0.72125)
C (0.95098, 1.88929, -0.58664)
N (2.08540, 1.43868, -0.05822)
C (2.19965, 0.07749, 0.22200)
C (-1.37632, 1.85244, -1.32527)
O (-1.20166, 2.86468, -1.95370)
O (-2.54503, 1.30832, -1.08564)
H (3.55315, 4.32536, 1.03500)
H (2.06757, 3.55072, 1.60404)
H (2.13610, 4.29705, -0.00012)
H (3.70349, 2.56337, -0.78024)
H (3.74108, 1.69196, 2.13333)
H (5.05996, 2.44925, 1.23692)
H (5.37692, -0.03005, 1.35650)
H (5.12941, 0.49058, -0.30629)
H (4.46363, -2.30098, 1.05817)
H (0.28847, -2.74378, 0.27090)
H (0.92463, 2.91227, -0.93288)
N (-5.83167, -2.36546, -0.52878)
C (-5.47439, -1.73266, 0.62933)
N (-6.10427, -1.85579, 1.77058)
N (-5.41583, -1.07454, 2.63847)
N (-4.42510, -0.50507, 2.06752)
N (-4.42627, -0.90325, 0.75969)
C (-5.09722, -2.31977, -1.67956)
N (-5.31537, -3.04221, -2.74840)
N (-4.34916, -2.67499, -3.62788)
N (-3.58398, -1.78266, -3.13120)
N (-4.03825, -1.51689, -1.86770)
H (-6.61145, -3.00023, -0.49352)

Atoms 1-2, force components in eV/Å:
0.27 0.01 -0.11
-0.11 -0.03 -0.05

Mulliken population analysis, charges in e, atoms 1 to 4:
1 Fe 0.2703
2 C -1.5993
3 C 0.3789
4 C -1.0175


Molecular formula: C30H33As2N9O3SV
Method: DFT, ωB97M-V/def2-TZVPD

* spin multiplicity: 4
* energy relative to the best compared isomer or geometry (same formula, charge and spin): 423.4 kJ/mol
* gap between HOMO and LUMO (spin up / spin down): 6.560 / 6.290 eV
* E_tot: -7695.22682 Eh
* net charge: 0

Positions of all 79 atoms, in Å:
V (-1.04849, -1.11665, -0.42259)
N (-3.09340, 2.38943, 2.42935)
C (-3.07243, 1.48131, 1.35777)
S (-3.48579, 2.09613, -0.17312)
N (-2.75625, 0.28043, 1.74801)
N (-2.47582, -0.75725, 0.91321)
C (-3.33156, -1.73301, 1.03531)
C (-3.05032, -2.95065, 0.32379)
C (-3.85393, -4.08966, 0.36348)
C (-3.46580, -5.21275, -0.33220)
C (-2.27815, -5.18064, -1.06378)
C (-1.54139, -4.01970, -1.07615)
N (-1.90399, -2.91710, -0.39923)
H (-3.67234, 3.18938, 2.22122)
H (-3.30443, 1.95660, 3.31839)
H (-4.21654, -1.60544, 1.64579)
H (-4.77190, -4.06974, 0.93554)
H (-4.07310, -6.10788, -0.31257)
H (-1.93214, -6.04632, -1.60972)
H (-0.61834, -3.94538, -1.63624)
N (1.65159, -0.79631, -3.56775)
C (0.37451, -1.01559, -3.28085)
N (0.28484, -1.47788, -2.04970)
C (1.58766, -1.50391, -1.60700)
N (2.45281, -1.08908, -2.50904)
C (1.86255, -2.04573, -0.30272)
C (2.99785, -2.72920, 0.05004)
N (3.05900, -3.59017, 1.07551)
C (1.82874, -3.95106, 1.53913)
C (0.68526, -3.26510, 1.30846)
N (0.79517, -1.95445, 0.69703)
H (2.05095, -0.43808, -4.41750)
H (-0.44774, -0.84472, -3.95634)
H (3.87956, -2.65838, -0.58171)
H (1.78995, -4.89227, 2.07904)
H (-0.29937, -3.60019, 1.60033)
C (2.63436, -1.69130, 3.33588)
As (1.43601, -0.77319, 2.11895)
C (-0.00175, -0.57156, 3.38710)
C (2.54349, 0.65636, 1.42236)
C (3.83434, 0.25158, 1.08826)
C (4.69027, 1.13964, 0.46026)
C (4.24978, 2.41940, 0.16017)
C (2.96861, 2.82045, 0.51018)
C (2.09173, 1.95534, 1.15656)
As (0.34067, 2.48680, 1.87385)
C (1.14732, 3.08637, 3.58420)
C (0.16116, 4.25435, 1.06426)
H (3.54052, -2.06268, 2.87292)
H (2.09014, -2.52053, 3.78072)
H (2.86699, -0.95063, 4.10284)
H (0.44149, -0.35235, 4.35642)
H (-0.46684, -1.56032, 3.40607)
H (-0.74390, 0.16403, 3.09164)
H (4.16594, -0.76054, 1.28120)
H (5.68976, 0.82679, 0.18936)
H (4.91396, 3.11292, -0.34053)
H (2.65192, 3.83268, 0.29034)
H (1.86621, 3.89065, 3.42276)
H (1.66889, 2.24723, 4.04867)
H (0.36151, 3.42950, 4.25613)
H (0.92995, 4.93935, 1.42379)
H (-0.82575, 4.63264, 1.32601)
H (0.20631, 4.17475, -0.01950)
O (-3.39518, 1.04532, -3.80981)
C (-2.35903, 1.91544, -3.81783)
C (-2.25309, 2.88081, -4.81889)
C (-1.18433, 3.75793, -4.85009)
C (-0.19565, 3.68981, -3.87702)
C (-0.30628, 2.74056, -2.87803)
C (-1.37476, 1.84753, -2.82425)
C (-1.35273, 0.82173, -1.74707)
O (-0.44328, 0.86292, -0.86224)
O (-2.11325, -0.19281, -1.79456)
H (-4.02977, 1.31081, -4.48546)
H (-3.02361, 2.93573, -5.58065)
H (-1.12344, 4.49727, -5.63850)
H (0.64669, 4.36784, -3.90303)
H (0.44736, 2.65237, -2.10659)

Atoms 1-2, force components in eV/Å:
1.59 0.47 0.07
-0.11 0.01 -0.06

Mulliken population analysis, charges in e, atoms 1 to 4:
1 V 0.0483
2 N -0.3106
3 C 0.1056
4 S -0.5181


Which formula does entry 3 have? C27H59O15PS


Which value of energy relative to the best compared isomer or geometry (same formula, charge and spin) does entry 5 give? 423.4 kJ/mol